Entry 1:
53
Properties=species:S:1:pos:R:3 method="wB97M-V/def2-TZVPD" total_charge=+1 orbital_gap_ev="10.098 / 5.245" relative_energy_ev=0.121 spin_multiplicity=2 e_lumo_ev="-2.783 / -7.633" s2=0.75
C -1.664 0.108 -2.394
O -2.530 -0.393 -3.382
C -2.023 -0.134 -0.911
C -0.713 -0.613 -0.258
C -0.844 -0.829 1.261
C 0.401 -0.473 2.100
N 0.224 0.781 2.800
C 0.227 0.760 4.248
H -0.679 -0.297 -2.589
H -1.649 1.200 -2.491
H -3.385 0.035 -3.258
H -2.720 -0.977 -0.852
H -2.443 0.705 -0.370
H -0.579 -1.589 -0.731
H 0.222 -0.097 -0.483
H -1.191 -1.807 1.581
H -1.709 -0.188 1.486
H 0.679 -1.208 2.845
H 1.185 -0.287 1.360
H -0.470 1.388 2.347
H -0.501 0.064 4.669
H 1.223 0.417 4.549
H 0.168 1.792 4.584
H 2.640 -3.148 1.449
H 2.230 -2.930 2.872
O 3.007 -3.155 2.351
H 2.482 3.360 -0.684
H 1.902 3.954 0.622
O 1.780 3.917 -0.333
H 0.224 -1.705 -4.020
H -1.185 -2.078 -4.349
O -0.293 -2.458 -4.337
H 1.708 -3.223 -2.794
H 0.335 -2.865 -2.251
O 1.278 -2.764 -2.064
H 0.524 3.855 2.717
H -0.759 4.198 1.992
O -0.421 3.986 2.871
H -4.245 2.400 -1.678
H -4.957 1.021 -1.494
O -4.161 1.450 -1.824
H 3.108 2.036 2.080
H 1.491 2.060 2.234
O 2.304 2.575 2.083
H 2.110 -1.884 -4.490
H 3.183 -1.297 -3.561
O 2.538 -1.060 -4.234
H 1.255 -4.751 0.381
H 1.420 -3.501 -0.543
O 1.101 -3.797 0.346
H -0.864 2.213 -0.513
H -0.108 2.911 0.618
O -0.856 2.320 0.445

=====

Entry 2:
10
Properties=species:S:1:pos:R:3 method="wB97M-V/def2-TZVPD" total_charge=0 orbital_gap_ev=9.855 relative_energy_ev=3.345 spin_multiplicity=1 e_lumo_ev=0.842
N 1.750 -0.301 0.568
C 0.420 -0.265 0.378
C -0.495 0.819 -0.172
O -1.599 0.896 0.750
C -1.454 -0.260 -0.048
N -0.473 -1.188 0.564
H 2.334 0.496 0.390
H 2.185 -1.182 0.789
H -0.356 1.608 -0.898
H -2.250 -0.579 -0.707

=====

Entry 3:
17
Properties=species:S:1:pos:R:3 method="wB97M-V/def2-TZVPD" total_charge=+1 orbital_gap_ev=9.675 relative_energy_ev=3.645 spin_multiplicity=1 e_lumo_ev=-4.989 smiles="C=[NH+]CCCC=O"
O -0.554 -0.160 -1.822
C -1.618 -0.209 -1.085
C -1.780 0.245 0.353
C -0.430 1.140 0.500
C 0.624 0.168 0.686
C 2.189 -1.237 -0.187
N 1.255 -0.371 -0.450
H -2.470 -0.521 -1.601
H -2.611 0.918 0.472
H -1.833 -0.664 1.049
H -0.273 1.815 -0.348
H -0.438 2.046 1.195
H 1.332 0.555 1.398
H 0.200 -0.538 1.411
H 2.778 -1.769 -0.964
H 2.657 -1.416 0.809
H 0.970 -0.001 -1.417

=====

Entry 4:
16
Properties=species:S:1:pos:R:3 method="wB97M-V/def2-TZVPD" total_charge=0 orbital_gap_ev="7.651 / 7.651" relative_energy_ev=6.608 spin_multiplicity=1 e_lumo_ev="0.630 / 0.630"
C 2.873 0.519 0.123
C 2.018 -0.697 0.076
C 0.910 -0.884 -0.580
C -0.455 -0.925 -0.837
N -1.458 -0.679 0.097
C -2.596 0.138 -0.265
C -1.599 0.605 0.744
H 3.601 0.423 -0.694
H 3.463 0.567 1.045
H 2.352 1.480 -0.023
H -0.824 -1.361 -1.765
H 0.634 -2.022 -0.815
H -3.568 -0.234 0.052
H -2.580 0.626 -1.239
H -0.920 1.402 0.446
H -1.847 0.571 1.802

=====

Entry 5:
12
Properties=species:S:1:pos:R:3 method="wB97M-V/def2-TZVPD" total_charge=0 orbital_gap_ev="8.690 / 8.689" relative_energy_ev=5.574 spin_multiplicity=1 e_lumo_ev="-0.283 / -0.284" smiles="O=C1C2=C[C@@H]12.C=N"
O 0.374 0.233 1.936
C 1.115 0.206 1.001
C 2.575 0.592 0.738
C 2.696 -0.092 -0.415
C 1.236 0.042 -0.438
C -2.670 -0.456 -0.379
N -1.731 0.336 -0.075
H 3.506 -0.326 -1.104
H 0.686 0.702 -1.112
H -3.292 -0.997 0.344
H -2.894 -0.628 -1.435
H -1.602 0.388 0.939

=====

Entry 6:
6
Properties=species:S:1:pos:R:3 method="wB97M-V/def2-TZVPD" total_charge=0 orbital_gap_ev="7.538 / 7.503" relative_energy_ev=6.028 spin_multiplicity=1 e_lumo_ev="-2.363 / -2.043"
C -2.125 -0.780 0.029
C -0.962 -0.905 0.000
O 2.471 0.969 0.189
S 2.041 -0.563 -0.254
H -3.170 -0.382 0.173
H 1.744 1.661 -0.137

=====

Entry 7:
57
Properties=species:S:1:pos:R:3 method="wB97M-V/def2-TZVPD" total_charge=0 orbital_gap_ev=9.593 relative_energy_ev=1.153 spin_multiplicity=1 e_lumo_ev=0.556 smiles="Cc1cncc(C(=O)N[C@@H](C)CCNC(=O)[C@@H]2CCCN2Cc2nnn(C)n2)c1"
C 1.577 -4.223 3.030
C 2.591 -3.601 2.088
C 3.948 -3.916 2.178
N 4.890 -3.355 1.380
C 4.481 -2.441 0.461
C 3.144 -2.047 0.303
C 2.782 -0.984 -0.708
O 3.599 -0.594 -1.541
N 1.557 -0.451 -0.608
C 1.034 0.663 -1.389
C 0.590 0.185 -2.780
C -0.126 1.353 -0.631
C 0.240 2.132 0.661
N 1.007 1.378 1.656
C 0.526 0.364 2.392
O -0.227 -0.464 1.881
C 1.175 0.140 3.800
C 2.717 0.059 3.709
C 3.134 -0.917 4.814
C 1.836 -1.282 5.523
N 0.803 -1.100 4.509
C -0.580 -1.140 5.019
C -0.945 -2.465 5.673
N -0.795 -2.677 6.972
N -1.172 -3.989 7.174
N -1.550 -4.399 5.965
C -1.908 -5.775 5.689
N -1.398 -3.500 4.994
C 2.191 -2.661 1.135
H 1.303 -5.225 2.702
H 1.981 -4.285 4.041
H 0.677 -3.608 3.097
H 4.303 -4.632 2.905
H 5.259 -2.010 -0.155
H 0.996 -0.712 0.195
H 1.832 1.401 -1.528
H 0.174 1.006 -3.364
H 1.429 -0.219 -3.348
H -0.186 -0.579 -2.711
H -0.625 2.050 -1.304
H -0.887 0.607 -0.391
H 0.868 2.979 0.381
H -0.662 2.546 1.120
H 1.888 1.770 1.945
H 0.880 1.016 4.382
H 3.067 -0.318 2.745
H 3.172 1.033 3.889
H 3.596 -1.812 4.394
H 3.854 -0.480 5.506
H 1.833 -2.320 5.861
H 1.655 -0.692 6.425
H -0.754 -0.313 5.710
H -1.266 -0.985 4.184
H -2.989 -5.878 5.771
H -1.594 -6.043 4.679
H -1.424 -6.438 6.407
H 1.141 -2.410 1.067

=====

Entry 8:
23
Properties=species:S:1:pos:R:3 method="wB97M-V/def2-TZVPD" total_charge=+1 orbital_gap_ev=6.015 relative_energy_ev=6.367 spin_multiplicity=1 e_lumo_ev=-8.826
C -2.280 0.043 0.948
C -1.636 1.312 0.349
C -0.117 1.272 0.379
C 0.605 0.848 -0.911
C 0.258 -0.539 -1.373
C 1.220 -1.573 -0.654
N 1.374 -1.237 0.674
H -1.865 -0.891 0.573
H -3.364 0.101 0.850
H -2.187 0.081 2.038
H -2.097 1.552 -0.610
H -2.029 2.117 0.979
H 0.211 0.610 1.213
H 0.304 2.260 0.578
H 1.661 0.880 -0.616
H 0.438 1.664 -1.619
H 0.398 -0.711 -2.443
H -0.778 -0.847 -1.219
H 1.029 -2.647 -0.771
H 2.139 -1.486 -1.262
H 2.939 0.269 2.203
H 3.558 -0.147 2.307
H 1.210 -2.118 1.202

=====

Entry 9:
38
Properties=species:S:1:pos:R:3 method="wB97M-V/def2-TZVPD" total_charge=0 orbital_gap_ev=9.523 relative_energy_ev=4.943 spin_multiplicity=1 e_lumo_ev=0.210 smiles="NC(N)=O.NC(N)=O.NC(N)=O.NC(N)=O.O.O"
O 0.910 1.552 -4.900
H 0.780 0.686 -5.286
H 0.098 2.023 -5.087
O -2.582 -2.933 -1.817
H -1.898 -2.291 -1.626
H -2.752 -2.831 -2.754
C -4.306 3.611 -0.013
O -4.551 2.631 -0.717
N -3.265 4.342 -0.204
N -5.024 3.883 1.039
H -3.081 5.074 0.467
H -2.602 3.926 -0.843
H -5.959 3.548 1.222
H -4.526 4.486 1.679
C 6.017 -0.683 -5.392
O 5.728 -0.909 -4.251
N 5.317 -0.990 -6.486
N 6.890 0.139 -5.735
H 4.453 -1.480 -6.305
H 5.648 -0.778 -7.417
H 6.940 0.310 -6.730
H 7.389 0.760 -5.115
C -2.167 -1.862 7.816
O -1.451 -0.824 7.825
N -3.013 -2.301 8.733
N -2.197 -2.650 6.874
H -2.945 -1.829 9.624
H -3.442 -3.196 8.545
H -1.734 -2.361 6.024
H -2.571 -3.582 6.983
C 0.909 -0.724 0.928
O 0.131 -0.936 1.812
N 2.123 -1.173 0.839
N 0.681 -0.058 -0.151
H 2.195 -1.964 1.463
H 2.595 -0.992 -0.035
H 1.442 -0.094 -0.815
H -0.178 0.470 -0.194

=====

Entry 10:
21
Properties=species:S:1:pos:R:3 method="wB97M-V/def2-TZVPD" total_charge=0 orbital_gap_ev=10.245 relative_energy_ev=2.111 spin_multiplicity=1 e_lumo_ev=0.630 smiles="CNCC=O.O.O.O"
C 1.056 -0.525 1.703
N 0.258 0.726 1.614
C -1.037 0.542 1.007
C -1.789 1.823 0.861
O -2.903 1.884 0.391
H 1.867 -0.310 2.397
H 0.382 -1.324 2.022
H 1.536 -0.726 0.753
H 0.216 1.090 2.554
H -1.700 -0.235 1.452
H -0.922 -0.043 0.078
H -1.364 2.755 1.277
H 1.082 1.175 -0.731
H 1.988 -0.052 -0.981
O 1.593 0.713 -1.408
H -0.121 -2.027 -1.096
H 0.854 -2.575 -2.150
O 0.803 -2.252 -1.248
H -0.134 0.207 -2.351
H -0.829 -0.428 -3.553
O -0.835 -0.417 -2.591

=====

Entry 11:
65
Properties=species:S:1:pos:R:3 method="wB97M-V/def2-TZVPD" total_charge=0 orbital_gap_ev=7.518 spin_multiplicity=1 e_lumo_ev=-2.069 smiles="O=C1C=C(O)C(=O)C=C1O.O=C1C=C(O)C(=O)C=C1O.O=C1C=C(O)C(=O)C=C1O.ClCCl.ClCCl.ClCCl.ClCCl.O"
C -3.584 -6.068 -0.665
C -3.226 -7.015 -1.507
C -2.891 -8.401 -1.072
O -2.667 -9.382 -1.820
C -3.024 -8.546 0.429
C -3.412 -7.576 1.246
C -3.738 -6.259 0.788
O -4.182 -5.422 1.530
O -3.450 -7.819 2.590
O -3.059 -6.803 -2.853
H -3.873 -5.129 -1.114
H -2.875 -9.530 0.849
H -3.677 -6.981 3.000
H -2.914 -7.649 -3.283
C 2.091 -2.252 -4.629
C 2.707 -3.465 -4.897
C 3.948 -3.885 -4.231
O 4.620 -4.862 -4.444
C 4.304 -2.952 -3.170
C 3.631 -1.801 -2.799
C 2.394 -1.385 -3.483
O 1.721 -0.388 -3.193
O 4.089 -1.126 -1.692
O 2.230 -4.341 -5.875
H 1.282 -2.073 -5.321
H 5.235 -3.030 -2.628
H 4.893 -1.519 -1.343
H 2.938 -4.932 -6.141
C 2.552 7.344 1.042
C 3.297 6.364 1.527
C 4.808 6.424 1.678
O 5.538 5.461 1.847
C 5.312 7.799 1.480
C 4.465 8.808 1.046
C 3.026 8.704 0.656
O 2.251 9.545 0.200
O 4.910 10.074 1.103
O 2.740 5.164 1.732
H 1.486 7.240 1.180
H 6.335 7.995 1.764
H 4.250 10.745 0.917
H 3.352 4.569 2.170
O -8.472 4.933 0.885
H -9.405 4.942 1.097
H -8.217 4.013 0.965
C 2.657 -4.125 3.698
Cl 2.297 -4.933 5.217
Cl 2.303 -5.181 2.310
H 2.084 -3.235 3.437
H 3.728 -3.926 3.665
C -3.650 2.724 -4.664
Cl -4.784 3.588 -5.765
Cl -4.053 0.977 -4.655
H -2.586 2.838 -4.873
H -3.830 3.125 -3.667
C -2.385 0.668 1.379
Cl -4.153 0.735 1.121
Cl -1.880 0.320 3.029
H -2.018 -0.131 0.736
H -1.957 1.602 1.015
C -1.888 4.927 6.462
Cl -1.033 6.117 7.430
Cl -3.244 5.779 5.672
H -1.147 4.500 5.787
H -2.197 4.098 7.099

=====

Entry 12:
21
Properties=species:S:1:pos:R:3 method="wB97M-V/def2-TZVPD" total_charge=0 orbital_gap_ev=8.817 relative_energy_ev=2.557 spin_multiplicity=1 e_lumo_ev=0.809 smiles="C/C=C/C/C=C/N.O"
C -0.963 -0.458 -0.188
C -1.017 0.443 -1.169
N -1.832 0.072 -2.300
C -0.018 -0.512 0.969
C 0.946 0.642 0.994
C 2.071 0.594 0.297
C 2.898 1.855 0.119
H -1.569 -1.349 -0.293
H -0.405 1.266 -1.505
H -2.224 0.872 -2.779
H -2.585 -0.554 -2.090
H 0.545 -1.453 0.947
H -0.644 -0.548 1.867
H 0.553 1.545 1.452
H 2.357 -0.217 -0.359
H 3.536 1.717 -0.757
H 2.243 2.712 -0.038
H 3.529 2.151 0.962
H -2.091 -3.123 0.603
H -3.106 -2.730 1.750
O -2.223 -2.924 1.518

=====

Entry 13:
26
Properties=species:S:1:pos:R:3 method="wB97M-V/def2-TZVPD" total_charge=-1 orbital_gap_ev="3.022 / 6.850" relative_energy_ev=0.843 spin_multiplicity=2 e_lumo_ev="3.695 / 3.678" s2=0.76
C 3.164 -0.614 -1.330
C 2.190 -0.135 0.860
C 2.037 -0.922 -0.364
C 1.245 -0.445 1.897
C 0.281 -1.450 1.689
C 1.224 -1.996 -0.510
C 0.167 -2.141 0.525
H 3.084 0.438 1.048
H 1.262 0.000 2.887
H 3.048 -0.834 -2.394
H 4.104 -1.111 -1.014
H -0.395 -1.683 2.514
H 1.216 -2.795 -1.234
H -0.680 -2.756 0.227
H 3.464 0.428 -1.248
C -1.798 1.288 -0.096
C -2.690 0.446 -1.014
C -2.354 2.684 0.209
H -0.848 1.336 -0.636
H -1.576 0.779 0.841
H -2.092 -0.128 -1.731
H -3.155 -0.406 -0.505
H -2.283 3.342 -0.656
H -3.421 1.020 -1.586
H -1.827 3.124 1.052
H -3.366 2.530 0.570

=====

Entry 14:
15
Properties=species:S:1:pos:R:3 method="wB97M-V/def2-TZVPD" total_charge=0 orbital_gap_ev=9.960 relative_energy_ev=0.753 spin_multiplicity=1 e_lumo_ev=1.018 smiles=Cc1ccn(C)n1
C 2.485 -0.491 0.270
N 1.075 -0.201 0.024
C 0.704 1.010 -0.438
C -0.656 1.016 -0.526
C -1.057 -0.247 -0.048
C -2.527 -0.515 0.186
N 0.002 -1.000 0.274
H 2.968 0.478 0.436
H 2.985 -0.958 -0.585
H 2.640 -1.095 1.163
H 1.441 1.778 -0.611
H -1.296 1.817 -0.857
H -3.097 -0.126 -0.668
H -2.854 0.077 1.052
H -2.827 -1.550 0.355

=====

Entry 15:
10
Properties=species:S:1:pos:R:3 method="wB97M-V/def2-TZVPD" total_charge=0 orbital_gap_ev=9.937 relative_energy_ev=4.806 spin_multiplicity=1 e_lumo_ev=-0.855
C 0.454 -1.274 -0.919
C 1.414 -1.964 -1.056
C -1.395 1.984 0.580
N -1.737 0.905 0.578
O 1.332 1.334 0.897
O 2.233 1.221 -1.387
S 2.378 0.890 -0.024
H -0.348 -0.648 -0.796
H 2.311 -2.690 -1.271
H -1.336 3.007 0.966

=====

Entry 16:
22
Properties=species:S:1:pos:R:3 method="wB97M-V/def2-TZVPD" total_charge=-1 orbital_gap_ev=6.749 relative_energy_ev=1.075 spin_multiplicity=1 e_lumo_ev=3.832
C -1.181 1.233 -1.395
C -1.554 1.908 -0.083
C -0.299 2.289 0.706
O -2.364 0.959 0.668
H -2.105 0.825 -1.885
H -0.508 0.358 -1.144
H -0.689 1.955 -2.061
H -2.172 2.806 -0.253
H 0.269 3.059 0.173
H 0.312 1.393 0.761
H -0.573 2.693 1.726
H -2.576 1.349 1.520
C 0.797 -3.080 0.546
N 2.046 -2.364 0.276
C 1.747 -1.101 -0.495
O 0.825 -0.301 0.103
H 0.047 -2.424 0.940
H 0.976 -3.878 1.247
H 0.435 -3.511 -0.395
H 2.425 -2.045 1.172
H 1.413 -1.510 -1.501
H 2.726 -0.612 -0.628

=====

Entry 17:
12
Properties=species:S:1:pos:R:3 method="wB97M-V/def2-TZVPD" total_charge=0 orbital_gap_ev="7.444 / 8.449" relative_energy_ev=5.961 spin_multiplicity=1 e_lumo_ev="-0.536 / -0.343"
C -2.584 0.351 -1.269
C -2.165 1.626 -0.530
N -0.450 -2.848 -0.216
N -2.124 -0.521 -0.136
O -2.732 -1.638 0.161
S -1.669 0.809 0.899
H -3.613 0.155 -1.536
H -2.024 0.057 -2.161
H -1.425 -2.717 -0.522
H -1.842 2.479 -1.092
H -0.429 -2.606 0.817
H -0.319 -3.868 0.031

=====

Entry 18:
17
Properties=species:S:1:pos:R:3 method="wB97M-V/def2-TZVPD" total_charge=-1 orbital_gap_ev=7.371 relative_energy_ev=4.283 spin_multiplicity=1 e_lumo_ev=4.149
C 2.181 -1.653 1.330
C -1.012 -0.034 0.329
C -1.618 1.945 -0.688
N 1.938 -0.811 0.127
N -0.707 0.980 -0.551
N 2.165 0.419 0.268
O 2.083 1.114 -0.899
H 3.250 -1.928 1.250
H 2.029 -1.244 2.295
H 1.690 -2.546 1.221
H -0.137 -0.599 0.682
H -1.347 0.264 1.398
H -1.736 -0.647 -0.174
H -1.571 2.552 -1.631
H -2.649 1.458 -0.977
H -1.907 2.713 0.213
H 0.278 1.488 -0.631

=====

Entry 19:
13
Properties=species:S:1:pos:R:3 method="wB97M-V/def2-TZVPD" total_charge=0 orbital_gap_ev="7.523 / 8.015" relative_energy_ev=4.524 spin_multiplicity=1 e_lumo_ev="0.347 / 0.535"
C -1.612 -0.582 -1.227
C 0.700 0.087 -0.727
C 1.337 1.000 0.118
C -0.826 -0.694 1.044
N -0.523 -0.469 -0.382
O -1.967 -1.363 -2.051
H 0.860 0.174 -1.724
H 1.747 0.697 1.080
H 0.727 2.011 0.282
H 2.248 1.406 -0.291
H -0.003 -1.366 1.407
H -0.885 0.251 1.499
H -1.802 -1.152 0.972